Record 1
{
  "formula": "C34H56IrN2OP3",
  "method": "ωB97M-V/def2-TZVPD",
  "s2": 8.810,
  "e_homo_ev": [-13.434, -17.342],
  "total_energy_ha": -2641.14470,
  "charge": 3,
  "e_above_lowest_kcal_mol": 9.9,
  "spin_multiplicity": 6,
  "e_lumo_ha": [-0.286, -0.420],
  "homo_lumo_gap_ev": [5.7, 5.9],
  "species": ["C", "C", "C", "C", "C", "H", "H", "H", "N", "P", "P", "C", "H", "H", "C", "O", "C", "H", "C", "C", "C", "C", "C", "H", "H", "H", "C", "H", "H", "H", "C", "H", "H", "H", "C", "H", "H", "H", "C", "H", "H", "H", "C", "H", "H", "H", "C", "H", "H", "H", "C", "H", "H", "H", "C", "H", "H", "H", "C", "H", "H", "H", "C", "H", "H", "H", "C", "H", "H", "H", "Ir", "N", "C", "C", "C", "C", "C", "H", "C", "H", "C", "H", "H", "H", "C", "P", "C", "C", "H", "H", "H", "H", "H", "H", "H", "H", "H"],
  "xyz": [[-1.116, 2.028, 1.969], [-2.816, 1.476, 0.491], [-1.932, 2.933, 2.650], [-3.569, 2.573, 0.982], [-3.156, 3.270, 2.110], [-1.547, 3.366, 3.578], [-4.479, 2.831, 0.457], [-3.740, 4.092, 2.538], [-1.534, 1.255, 0.957], [1.666, 1.316, 1.383], [-2.832, -0.895, -1.088], [0.319, 1.966, 2.498], [0.633, 2.994, 2.771], [0.324, 1.378, 3.437], [1.597, -1.076, -0.519], [2.504, -1.726, -0.876], [-3.511, 0.618, -0.449], [-4.183, 1.173, -1.096], [-2.284, -1.273, -3.073], [-4.579, -1.644, -0.554], [2.344, 2.892, 0.506], [3.001, 0.778, 2.675], [-0.771, -1.439, -3.270], [-0.318, -2.105, -2.524], [-0.593, -1.892, -4.263], [-0.239, -0.481, -3.247], [-2.915, -2.612, -3.484], [-2.566, -3.418, -2.821], [-4.011, -2.602, -3.488], [-2.583, -2.881, -4.502], [-2.750, -0.072, -3.886], [-2.425, -0.180, -4.934], [-3.838, 0.062, -3.892], [-2.286, 0.849, -3.505], [-4.638, -3.151, -0.780], [-3.688, -3.642, -0.540], [-5.406, -3.587, -0.122], [-4.906, -3.413, -1.809], [-4.717, -1.331, 0.952], [-3.779, -1.543, 1.482], [-4.963, -0.277, 1.140], [-5.496, -1.948, 1.420], [-5.607, -0.881, -1.414], [-5.170, -0.496, -2.348], [-6.441, -1.527, -1.706], [-6.026, -0.028, -0.867], [4.228, 0.281, 1.893], [4.960, -0.122, 2.609], [3.963, -0.526, 1.195], [4.728, 1.078, 1.332], [2.490, -0.367, 3.553], [1.668, -0.063, 4.213], [2.174, -1.233, 2.964], [3.318, -0.698, 4.201], [3.415, 1.882, 3.669], [4.026, 1.417, 4.458], [4.045, 2.662, 3.237], [2.552, 2.354, 4.157], [1.156, 3.796, 0.126], [1.490, 4.536, -0.616], [0.302, 3.263, -0.291], [0.797, 4.359, 1.001], [3.229, 2.443, -0.672], [2.702, 1.889, -1.451], [3.663, 3.334, -1.145], [4.046, 1.796, -0.336], [3.256, 3.815, 1.323], [2.786, 4.191, 2.240], [4.235, 3.373, 1.542], [3.467, 4.694, 0.691], [0.219, -0.075, 0.166], [0.440, 1.274, -1.608], [0.834, 2.017, -2.493], [0.343, 2.974, -3.445], [1.019, 3.481, -4.566], [-0.995, 3.361, -3.212], [0.441, 4.533, -5.281], [1.950, 3.001, -4.867], [-1.583, 4.369, -3.960], [-1.572, 2.850, -2.434], [-0.846, 4.977, -4.977], [1.000, 4.995, -6.090], [-2.601, 4.671, -3.737], [-1.285, 5.797, -5.538], [-1.338, -3.181, 0.758], [-0.141, -1.994, 1.499], [-0.796, -1.618, 3.172], [1.257, -3.163, 1.872], [-2.363, -2.806, 0.875], [-1.271, -4.176, 1.227], [-1.117, -3.290, -0.314], [-0.203, -2.130, 3.944], [-0.753, -0.536, 3.349], [-1.840, -1.948, 3.260], [1.262, -3.445, 2.936], [1.134, -4.083, 1.282], [2.233, -2.737, 1.611]],
  "lowdin_charge": [-0.3169, -0.3067, 0.0133, 0.0201, 0.0117, 0.1465, 0.1318, 0.1442, 0.0153, 1.0376, 1.2681, -0.2628, 0.0979, 0.0895, -0.4191, 0.1330, -0.2197, 0.1007, -0.5662, -0.6254, -0.6262, -0.6373, -0.0979, 0.0666, 0.1157, 0.0520, -0.0709, 0.0936, 0.0824, 0.1188, -0.0735, 0.1218, 0.0829, 0.0618, -0.0828, 0.0628, 0.1088, 0.0785, -0.0727, 0.0612, 0.0837, 0.1136, -0.0636, 0.0636, 0.1124, 0.0941, -0.0700, 0.1112, 0.0751, 0.0717, -0.0909, 0.0818, 0.0296, 0.1145, -0.0682, 0.1101, 0.0616, 0.0902, -0.0943, 0.1074, 0.0389, 0.0900, -0.0901, 0.0292, 0.1084, 0.0711, -0.0886, 0.0928, 0.0818, 0.1114, 0.8503, 0.0172, -0.1204, -0.1753, 0.0097, -0.0306, 0.0123, 0.1345, -0.0185, 0.1035, 0.0082, 0.1382, 0.1267, 0.1399, -0.2596, 0.7387, -0.2128, -0.2152, -0.0072, 0.0854, 0.0423, 0.0646, 0.0182, 0.0585, 0.0723, 0.0681, 0.0337]
}

***

Record 2
{
  "formula": "C19H15AuN3O4",
  "method": "ωB97M-V/def2-TZVPD",
  "e_homo_ev": [-11.584, -11.559],
  "total_energy_ha": -1333.65558,
  "charge": 1,
  "e_above_lowest_kcal_mol": 60.4,
  "spin_multiplicity": 1,
  "e_lumo_ha": [-0.247, -0.249],
  "homo_lumo_gap_ev": [4.9, 4.8],
  "species": ["Au", "O", "C", "O", "C", "C", "C", "C", "C", "N", "C", "O", "O", "H", "H", "H", "H", "C", "N", "C", "C", "C", "C", "C", "N", "C", "C", "C", "C", "C", "C", "H", "H", "H", "H", "H", "H", "H", "H", "H", "H", "H"],
  "xyz": [[-0.780, 1.026, -0.371], [-0.275, -1.346, 3.542], [-0.399, -0.519, 2.528], [-0.973, -0.785, 1.494], [0.220, 0.813, 2.749], [0.839, 1.204, 3.930], [1.367, 2.488, 4.003], [1.220, 3.338, 2.921], [0.563, 2.858, 1.793], [0.105, 1.629, 1.705], [0.285, 3.788, 0.586], [0.650, 4.938, 0.684], [-0.324, 3.234, -0.359], [-0.685, -2.213, 3.379], [0.906, 0.521, 4.762], [1.871, 2.822, 4.897], [1.587, 4.353, 2.910], [-1.262, -2.236, -0.925], [-1.328, -0.923, -1.463], [-1.685, -0.714, -2.686], [-1.738, 0.599, -3.171], [-2.099, 1.181, -4.413], [-1.932, 2.536, -4.258], [-1.479, 2.750, -2.923], [-1.374, 1.599, -2.303], [0.142, -2.590, -0.503], [0.366, -3.303, 0.670], [1.645, -3.701, 1.012], [2.710, -3.408, 0.170], [2.488, -2.709, -1.006], [1.216, -2.276, -1.329], [-1.608, -2.975, -1.661], [-1.912, -2.277, -0.047], [-1.948, -1.542, -3.342], [-2.438, 0.656, -5.286], [-2.105, 3.305, -4.984], [-1.237, 3.672, -2.428], [-0.474, -3.579, 1.291], [1.816, -4.245, 1.928], [3.705, -3.739, 0.423], [3.302, -2.512, -1.684], [1.052, -1.717, -2.239]],
  "lowdin_charge": [1.3479, 0.1733, -0.4471, 0.0245, -0.1615, 0.0475, 0.0101, 0.0541, -0.1507, 0.0719, -0.5884, 0.1266, -0.0577, 0.1516, 0.1303, 0.1267, 0.1356, -0.1864, -0.0426, -0.0579, -0.2983, -0.0008, -0.0358, -0.0951, -0.0409, -0.2358, -0.0663, -0.0684, -0.0701, -0.0671, -0.0415, 0.1464, 0.1172, 0.1588, 0.1180, 0.1092, 0.1156, 0.1111, 0.1088, 0.1088, 0.1095, 0.1089]
}

***

Record 3
{
  "formula": "C2H7NS2",
  "method": "ωB97M-V/def2-TZVPD",
  "s2": 0.757,
  "e_homo_ev": [-14.399, -13.774],
  "total_energy_ha": -931.09066,
  "charge": 1,
  "e_above_lowest_kcal_mol": 66.1,
  "spin_multiplicity": 2,
  "e_lumo_ha": [-0.256, -0.339],
  "homo_lumo_gap_ev": [7.4, 4.5],
  "species": ["S", "S", "H", "H", "C", "C", "N", "H", "H", "H", "H", "H"],
  "xyz": [[-3.040, 0.557, 1.472], [-2.304, -0.357, -0.327], [-3.260, -0.616, 2.087], [-1.207, -0.952, -0.838], [1.368, -0.788, -0.569], [1.001, 1.439, -0.085], [0.818, 0.519, -0.948], [1.213, -1.528, -1.364], [2.419, -0.734, -0.277], [0.815, -1.188, 0.309], [0.716, 2.462, -0.338], [1.461, 1.185, 0.877]],
  "lowdin_charge": [0.5280, 0.5737, -0.1461, -0.1379, -0.1506, -0.0304, -0.0745, 0.0807, 0.0934, 0.0765, 0.0893, 0.0979]
}

***

Record 4
{
  "formula": "C3H6N2OS",
  "method": "ωB97M-V/def2-TZVPD",
  "e_homo_ev": -8.715,
  "total_energy_ha": -700.74990,
  "charge": 0,
  "e_above_lowest_kcal_mol": 87.4,
  "spin_multiplicity": 1,
  "e_lumo_ha": -0.020,
  "homo_lumo_gap_ev": 8.2,
  "smiles": "C/C(=N\\N)C(O)=S",
  "species": ["C", "C", "C", "H", "H", "H", "H", "H", "H", "N", "N", "O", "S"],
  "xyz": [[-0.639, 1.035, 0.163], [0.252, -0.349, -0.248], [1.661, -0.206, -0.040], [-1.397, 1.002, -0.508], [-0.001, 1.914, 0.051], [-1.065, 0.861, 1.218], [-2.149, -2.334, 0.070], [-2.167, -0.443, 0.040], [2.773, 1.413, -0.376], [-0.403, -1.469, -0.202], [-1.726, -1.364, -0.046], [1.890, 1.225, -0.182], [2.971, -1.287, 0.059]],
  "lowdin_charge": [-0.0018, -0.3021, -0.7174, 0.0028, 0.0635, 0.1085, 0.1443, 0.0776, 0.0491, 0.0191, 0.0159, -0.0825, 0.6229]
}

***

Record 5
{
  "formula": "C4H5NO2",
  "method": "ωB97M-V/def2-TZVPD",
  "e_homo_ev": -9.823,
  "total_energy_ha": -360.59390,
  "charge": 0,
  "e_above_lowest_kcal_mol": 47.4,
  "spin_multiplicity": 1,
  "e_lumo_ha": 0.000,
  "homo_lumo_gap_ev": 9.8,
  "smiles": "O=CC(=O)N1CC1",
  "species": ["O", "C", "C", "O", "N", "C", "C", "H", "H", "H", "H", "H"],
  "xyz": [[-1.346, -1.570, -1.177], [-1.667, -0.409, -1.206], [-0.946, 0.699, -0.435], [-1.357, 1.844, -0.491], [0.071, 0.251, 0.320], [1.257, 0.616, 1.004], [1.030, -0.780, 0.470], [-2.526, -0.033, -1.794], [1.155, 0.801, 2.072], [1.971, 1.255, 0.489], [1.595, -1.091, -0.408], [0.764, -1.583, 1.155]],
  "lowdin_charge": [0.0803, -0.1396, -0.4266, 0.0736, -0.0317, -0.0634, -0.0824, 0.1298, 0.1125, 0.1156, 0.1173, 0.1148]
}

***

Record 6
{
  "formula": "C5H5NO4S",
  "method": "ωB97M-V/def2-TZVPD",
  "e_homo_ev": -9.604,
  "total_energy_ha": -947.14040,
  "charge": 0,
  "e_above_lowest_kcal_mol": 151.4,
  "spin_multiplicity": 1,
  "e_lumo_ha": -0.002,
  "homo_lumo_gap_ev": 9.5,
  "smiles": "N#COCCOC#C[SH](=O)=O",
  "species": ["C", "C", "C", "C", "C", "N", "O", "O", "O", "O", "S", "H", "H", "H", "H", "H"],
  "xyz": [[-2.005, 2.113, -0.544], [-1.441, -0.168, 0.384], [-2.386, -0.966, 0.295], [0.455, 1.210, 0.361], [0.181, 1.901, -0.922], [-2.521, 2.160, 0.538], [-4.991, -0.832, 0.628], [-4.382, -2.007, -1.368], [-0.105, -0.047, 0.633], [-1.205, 2.104, -1.460], [-4.100, -1.782, -0.001], [1.512, 0.919, 0.032], [0.531, 1.984, 1.205], [0.705, 2.873, -0.880], [0.466, 1.479, -1.858], [-4.153, -2.986, 0.770]],
  "lowdin_charge": [-0.4270, -0.1839, -0.0114, -0.1880, -0.0889, 0.1979, -0.3732, -0.3353, -0.0106, 0.0521, 0.6589, 0.1637, 0.1647, 0.1480, 0.1273, 0.1058]
}

***

Record 7
{
  "formula": "C32H31AsMoO6P2SSbSe4",
  "method": "ωB97M-V/def2-TZVPD",
  "e_homo_ev": [-10.789, -10.763],
  "total_energy_ha": -14920.15127,
  "charge": 1,
  "e_above_lowest_kcal_mol": 13.9,
  "spin_multiplicity": 1,
  "e_lumo_ha": [-0.155, -0.154],
  "homo_lumo_gap_ev": [6.6, 6.6],
  "species": ["Mo", "O", "As", "O", "O", "C", "C", "C", "C", "C", "C", "S", "O", "O", "O", "H", "H", "H", "H", "H", "Se", "Sb", "Se", "Se", "Se", "C", "P", "C", "C", "C", "C", "C", "C", "C", "C", "C", "C", "C", "C", "H", "H", "H", "H", "H", "H", "H", "H", "H", "H", "H", "H", "H", "C", "P", "C", "C", "C", "C", "C", "C", "C", "C", "C", "C", "C", "C", "H", "H", "H", "H", "H", "H", "H", "H", "H", "H", "H", "H", "H"],
  "xyz": [[0.411, 0.339, 0.853], [1.466, -1.248, 5.563], [0.853, -1.294, 3.930], [-0.906, -0.911, 3.971], [1.314, -2.682, 3.231], [-1.583, -2.130, 3.890], [-1.849, -2.904, 5.013], [-2.129, -4.249, 4.832], [-2.163, -4.821, 3.573], [-1.939, -4.049, 2.457], [-1.699, -2.690, 2.614], [-0.919, -1.866, 1.236], [1.393, -0.888, -0.271], [-1.208, -2.684, 0.065], [-1.530, -0.448, 1.127], [1.307, -2.084, 6.022], [-1.846, -2.446, 5.994], [-2.290, -4.874, 5.701], [-2.350, -5.881, 3.463], [-1.964, -4.474, 1.463], [2.416, 3.616, -3.489], [2.773, 3.874, -1.183], [1.989, 2.407, 0.692], [1.743, 0.607, 2.975], [4.197, 5.401, -0.166], [-0.825, 3.295, -1.260], [-1.243, 1.889, -0.205], [-1.998, 2.556, 1.298], [-3.086, 1.925, 1.904], [-3.539, 2.362, 3.137], [-2.900, 3.411, 3.786], [-1.812, 4.035, 3.195], [-1.358, 3.610, 1.957], [-2.489, 0.999, -1.161], [-2.145, -0.167, -1.837], [-3.084, -0.812, -2.626], [-4.364, -0.293, -2.745], [-4.709, 0.876, -2.078], [-3.773, 1.525, -1.288], [-1.736, 3.610, -1.770], [-0.085, 3.006, -2.005], [-0.445, 4.126, -0.669], [-3.572, 1.092, 1.417], [-4.390, 1.878, 3.596], [-3.250, 3.740, 4.755], [-1.310, 4.851, 3.698], [-0.497, 4.097, 1.518], [-1.156, -0.599, -1.733], [-2.816, -1.730, -3.134], [-5.099, -0.801, -3.354], [-5.708, 1.280, -2.169], [-4.046, 2.437, -0.771], [2.742, -2.990, -1.175], [2.349, -1.271, -1.438], [1.482, -1.055, -2.972], [0.942, -2.151, -3.646], [0.167, -1.945, -4.776], [-0.067, -0.656, -5.233], [0.467, 0.437, -4.562], [1.237, 0.241, -3.429], [3.816, -0.275, -1.317], [4.394, -0.179, -0.047], [5.497, 0.632, 0.145], [6.012, 1.363, -0.920], [5.441, 1.267, -2.181], [4.345, 0.442, -2.387], [3.327, -3.379, -2.008], [1.820, -3.557, -1.047], [3.329, -3.063, -0.258], [1.117, -3.159, -3.295], [-0.253, -2.793, -5.299], [-0.670, -0.502, -6.118], [0.294, 1.443, -4.921], [1.642, 1.100, -2.906], [3.963, -0.707, 0.797], [5.944, 0.711, 1.127], [6.860, 2.017, -0.764], [5.841, 1.840, -3.007], [3.909, 0.366, -3.375]],
  "lowdin_charge": [0.8983, -0.2577, 0.6437, -0.2648, -0.4554, -0.3559, -0.0068, -0.0450, -0.0534, -0.0474, -0.2632, 0.7654, -0.5646, -0.3910, -0.6026, 0.0605, 0.1288, 0.1173, 0.1167, 0.1161, 0.0714, 0.0669, 0.0165, 0.3263, 0.0286, -0.2505, 0.9110, -0.3595, -0.0917, -0.0542, -0.0561, -0.0590, -0.1042, -0.3649, -0.0996, -0.0555, -0.0583, -0.0594, -0.0865, 0.0680, -0.0245, 0.0277, 0.1041, 0.1133, 0.1126, 0.1141, 0.0754, 0.0783, 0.1112, 0.1115, 0.1122, 0.1149, -0.1225, 0.8356, -0.2894, -0.0591, -0.0593, -0.0492, -0.0600, -0.1247, -0.3006, -0.1090, -0.0569, -0.0535, -0.0780, -0.0910, 0.0799, 0.0714, 0.0743, 0.1070, 0.1152, 0.1162, 0.1025, 0.0087, 0.1007, 0.1195, 0.1186, 0.1181, 0.1067]
}

***

Record 8
{
  "formula": "C12H30AlF3N4O11PS2",
  "method": "ωB97M-V/def2-TZVPD",
  "e_homo_ev": -12.078,
  "total_energy_ha": -3201.03443,
  "charge": 1,
  "e_above_lowest_kcal_mol": 139.4,
  "spin_multiplicity": 1,
  "e_lumo_ha": -0.353,
  "homo_lumo_gap_ev": 2.5,
  "species": ["Al", "N", "S", "O", "O", "F", "S", "O", "O", "F", "F", "O", "P", "N", "C", "C", "N", "C", "C", "N", "C", "C", "H", "H", "H", "H", "H", "H", "H", "H", "H", "H", "H", "H", "H", "H", "H", "H", "H", "H", "C", "O", "C", "O", "O", "C", "H", "H", "H", "H", "H", "H", "C", "O", "C", "O", "O", "C", "H", "H", "H", "H", "H", "H"],
  "xyz": [[0.116, -1.081, -0.624], [-2.170, -1.297, -2.276], [-3.649, -1.174, -2.160], [-4.524, -2.389, -2.224], [-4.207, 0.111, -2.636], [-3.440, -0.990, -0.579], [-2.250, -1.906, -3.846], [-2.702, -0.930, -4.807], [-2.628, -3.277, -3.883], [-0.586, -2.029, -4.033], [3.017, -0.636, -0.491], [0.402, 1.238, 1.229], [1.080, 2.070, 2.299], [0.060, 2.903, 3.398], [0.417, 3.673, 4.645], [-1.368, 2.868, 3.067], [2.128, 3.395, 1.706], [3.125, 3.919, 2.583], [1.564, 4.396, 0.857], [2.114, 1.144, 3.335], [1.709, 0.551, 4.633], [2.981, 0.120, 2.671], [-0.437, 3.556, 5.313], [0.768, 4.705, 4.631], [1.148, 3.143, 5.255], [-1.654, 2.793, 2.017], [-1.876, 3.721, 3.515], [-1.813, 2.024, 3.593], [3.859, 3.160, 2.853], [3.662, 4.778, 2.182], [2.681, 4.031, 3.573], [1.051, 3.983, -0.012], [0.931, 5.079, 1.424], [2.430, 4.920, 0.454], [1.772, -0.535, 4.574], [2.123, 0.799, 5.610], [0.664, 0.822, 4.782], [2.394, -0.784, 2.510], [3.812, -0.172, 3.314], [3.448, 0.480, 1.754], [-2.213, -6.593, -1.967], [-1.595, -5.383, -1.570], [-2.186, -4.460, -0.645], [-1.617, -3.456, -0.248], [-3.458, -4.884, -0.174], [-4.157, -4.041, 0.785], [-2.446, -7.263, -1.139], [-1.661, -7.188, -2.695], [-3.200, -6.363, -2.368], [-3.515, -3.279, 1.229], [-4.489, -4.769, 1.525], [-4.998, -3.561, 0.285], [-0.634, 1.198, -4.716], [0.682, 1.180, -5.054], [1.659, 0.341, -4.290], [1.311, -0.158, -3.171], [2.788, 0.186, -4.946], [3.940, -0.485, -4.349], [-1.246, 0.754, -5.501], [-0.990, 2.216, -4.552], [-0.776, 0.708, -3.753], [3.768, -1.545, -4.162], [4.253, 0.175, -3.540], [4.628, -0.513, -5.194]],
  "lowdin_charge": [1.3402, -0.3134, 0.4692, -0.2619, -0.2482, -0.2273, 0.5898, -0.2277, -0.2248, -0.2210, -0.4197, -0.3540, 0.7008, -0.2397, -0.0568, -0.0864, -0.2134, -0.0828, -0.0827, -0.2653, -0.1019, -0.1031, 0.0985, 0.0952, 0.0717, 0.0900, 0.0938, 0.0984, 0.0954, 0.1113, 0.0764, 0.1019, 0.1070, 0.1007, 0.0864, 0.0902, 0.0692, 0.0805, 0.0957, 0.0688, -0.0640, -0.0303, -0.4100, -0.0068, -0.0403, -0.0209, 0.0921, 0.1007, 0.0976, 0.0839, 0.0970, 0.0918, -0.1265, -0.0361, -0.3843, -0.0472, 0.0177, 0.0221, 0.0919, 0.1014, 0.0601, 0.1043, 0.1066, 0.0984]
}